120
Properties=species:S:1:pos:R:3:forces:R:3:mulliken_charge:R:1 method="wB97M-V/def2-TZVPD" charge=0 energy_ha=-4796.5313 e_above_lowest_kj_mol=31.32 orbital_gap_ev=3.260
W 0.083339 -0.241118 0.006030 0.2 -0.2 -0.3 0.0509
C 3.789589 1.985690 6.744064 0.0 -0.1 0.0 -1.0333
C 3.696026 0.528017 6.311002 0.0 0.1 0.1 -1.1082
N 2.705807 0.324007 5.254525 0.1 0.0 -0.1 0.2182
C 3.124065 0.338579 3.962523 -0.1 0.0 0.2 0.0144
C 2.311323 0.231920 2.880245 0.0 0.0 0.0 -0.3064
C 2.938880 0.362947 1.500350 -0.1 0.0 -0.2 -0.3410
O 4.160987 0.345335 1.437148 0.0 0.0 0.1 -0.7908
O 2.106495 0.548849 0.557324 -0.1 -0.2 0.1 -0.5376
C 0.918646 0.056063 3.080417 0.2 0.1 -0.3 0.2039
O 0.070587 -0.109049 2.180774 -0.2 0.1 0.3 -0.4195
C 0.457324 0.068814 4.461814 0.0 0.0 0.3 0.7974
C -0.913733 -0.048454 4.704632 0.0 0.0 -0.1 -0.1031
C -1.362195 -0.004767 5.988203 -0.2 0.0 0.0 0.2676
F -2.692945 -0.110748 6.252636 0.1 0.0 0.0 -0.4850
C -0.498571 0.165011 7.071217 0.2 0.0 0.1 -1.3264
C 0.857570 0.271895 6.842254 -0.2 0.0 0.1 -0.5644
C 1.355949 0.220821 5.532465 0.1 0.0 -0.3 0.2819
N -0.996595 0.244545 8.419728 -0.1 0.0 -0.1 0.2918
C -1.860419 1.398795 8.637852 0.0 0.0 0.1 -0.3809
C -2.113640 1.558374 10.123169 0.1 0.1 -0.1 -0.9648
N -2.753658 0.294355 10.632105 0.0 0.0 0.1 -0.1345
C -1.895238 -0.911092 10.353755 0.1 -0.1 -0.1 -0.8822
C -1.641016 -0.987346 8.861594 0.0 0.1 0.1 -0.4063
H 4.535343 2.099455 7.530508 0.0 0.0 0.0 0.3912
H 2.832449 2.349880 7.118811 0.0 0.0 0.0 0.3231
H 4.082491 2.608726 5.899290 0.0 0.0 0.0 0.3389
H 3.457048 -0.124651 7.150784 0.0 0.0 0.0 0.4423
H 4.652724 0.191870 5.916516 0.0 0.0 0.0 0.4851
H 4.188378 0.445617 3.789924 0.0 0.0 0.0 0.6014
H -1.586464 -0.147584 3.861814 0.0 0.0 0.0 -0.0144
H 1.499779 0.414486 7.698617 0.0 0.0 0.0 0.4974
H -2.822650 1.314779 8.110142 0.0 0.0 0.0 0.3754
H -1.365594 2.295659 8.267470 0.0 0.0 0.0 0.4522
H -2.785230 2.387780 10.335446 0.0 0.0 0.0 0.4268
H -1.180568 1.680333 10.670295 0.0 0.0 0.0 0.3681
H -3.653447 0.170963 10.160500 0.0 0.0 0.0 0.4018
H -2.942826 0.370455 11.631307 0.0 0.0 0.0 0.3537
H -2.419485 -1.790488 10.722370 0.0 0.0 0.0 0.4168
H -0.966607 -0.771003 10.903958 0.0 0.0 0.0 0.3707
H -2.586702 -1.183450 8.335652 0.0 0.0 0.0 0.3667
H -0.977234 -1.828200 8.664294 0.0 0.0 0.0 0.4279
C 0.003335 1.233878 -1.303259 0.1 -0.3 0.8 -0.1354
Ge -1.367230 2.476469 -0.908460 0.0 0.2 -0.1 1.7017
C -2.008285 2.483462 0.981807 0.1 0.0 -0.1 0.2917
C -1.160306 3.015139 1.958016 -0.1 0.0 0.0 -0.6221
C -1.537519 3.062755 3.293089 0.0 0.0 0.0 -0.6342
C -2.778848 2.570656 3.681731 0.0 0.0 0.0 -0.5081
C -3.628241 2.026067 2.729387 0.0 0.0 0.0 -0.9050
C -3.243132 1.986685 1.392463 0.0 0.0 0.0 0.0837
C -2.969931 2.309089 -2.041262 0.1 0.0 0.1 0.3059
C -4.179065 2.947610 -1.766877 0.0 0.0 -0.1 -0.0778
C -5.273620 2.794731 -2.609231 0.0 0.0 0.0 -0.8244
C -5.172502 1.999703 -3.741719 0.0 0.0 0.0 -0.5316
C -3.972903 1.361620 -4.031254 0.0 0.0 0.0 -0.5904
C -2.883774 1.517787 -3.184977 0.0 0.0 0.0 -0.7374
C -0.646948 4.318680 -1.049692 -0.1 -0.1 0.0 -0.3186
C 0.724626 4.544655 -0.942592 0.0 0.0 0.0 -0.3281
C 1.242013 5.834301 -0.976750 0.0 0.0 0.0 -0.7137
C 0.391826 6.922001 -1.120923 0.0 0.0 0.0 -0.4132
C -0.976442 6.713833 -1.230959 0.0 0.0 0.0 -0.7510
C -1.486524 5.422422 -1.193543 0.0 0.0 0.0 -0.1524
H 0.902478 1.637901 -1.761762 -0.1 -0.1 -0.2 0.4636
H -0.191802 3.409469 1.663667 0.0 0.0 0.0 0.3718
H -0.866995 3.494711 4.029758 0.0 0.0 0.0 0.4344
H -3.084541 2.614716 4.722619 0.0 0.0 0.0 0.4664
H -4.593315 1.628164 3.021896 0.0 0.0 0.0 0.4014
H -3.913564 1.546295 0.664490 0.0 0.0 0.0 0.4251
H -4.275346 3.566314 -0.880657 0.0 0.0 0.0 0.2749
H -6.208279 3.293447 -2.380897 0.0 0.0 0.0 0.3814
H -6.025749 1.875866 -4.397453 0.0 0.0 0.0 0.3792
H -3.889215 0.737292 -4.912697 0.0 0.0 0.0 0.4185
H -1.949671 1.006274 -3.396010 0.0 0.0 0.0 0.3660
H 1.398365 3.701792 -0.829326 0.0 0.0 0.0 0.1946
H 2.311547 5.987575 -0.895851 0.0 0.0 0.0 0.3981
H 0.794066 7.927280 -1.152799 0.0 0.0 0.0 0.3548
H -1.645857 7.557528 -1.350425 0.0 0.0 0.0 0.3945
H -2.557116 5.273676 -1.289547 0.0 0.0 0.0 0.2350
C 3.487085 -2.403587 -2.151290 0.0 0.0 0.0 -1.5021
C 2.310890 -2.100695 -3.084750 0.0 0.1 -0.1 0.2344
C 2.097439 -0.587658 -3.199521 0.1 -0.1 0.0 -1.0277
C 1.079483 -2.909213 -2.710636 0.1 0.1 0.2 0.7911
C 0.549765 -3.777307 -3.649015 0.0 0.0 0.0 -0.6690
C -0.520216 -4.600603 -3.336071 0.0 0.0 0.0 -1.4110
C -0.981597 -4.629026 -2.033901 0.1 -0.1 0.0 -0.7596
C -0.457038 -3.810987 -1.031025 0.1 0.0 0.0 0.7026
C -0.953471 -4.035064 0.405116 0.0 0.0 0.0 2.0267
C 0.043249 -3.658480 1.508671 0.0 0.0 0.0 -1.2238
C -1.328922 -5.507235 0.642444 -0.1 0.1 0.0 -1.8648
C 0.495534 -2.832547 -1.419673 -0.1 -0.3 -0.1 -0.0891
N 0.835713 -1.750656 -0.628101 -0.1 0.5 -0.2 0.6975
H 4.379071 -1.865379 -2.480368 0.0 0.0 0.0 0.4332
H 3.709481 -3.472897 -2.140191 0.0 0.0 0.0 0.4014
H 3.254851 -2.079013 -1.137145 0.0 0.0 0.0 0.1005
H 2.585845 -2.460717 -4.082142 0.0 0.0 0.0 0.6044
H 2.123279 -0.116601 -2.218969 0.0 0.0 -0.1 -0.1012
H 1.139740 -0.350140 -3.664990 0.0 0.0 0.0 0.2136
H 2.898144 -0.152007 -3.803375 0.0 0.0 0.0 0.5393
H 0.977982 -3.802311 -4.645523 0.0 0.0 0.0 0.3775
H -0.960367 -5.245523 -4.086399 0.0 0.0 0.0 0.3659
H -1.777596 -5.319569 -1.794966 0.0 0.0 0.0 0.1915
H -1.864567 -3.444789 0.548953 0.0 0.1 0.0 -0.5973
H 1.041368 -4.041201 1.280764 0.0 0.0 0.0 0.3238
H -0.280740 -4.103177 2.454448 0.0 0.0 0.0 0.4773
H 0.117742 -2.588386 1.651681 0.1 0.1 0.0 -0.2279
H -0.471557 -6.156574 0.447675 0.0 0.0 0.0 0.3891
H -2.157553 -5.845827 0.024632 0.0 0.0 0.0 0.3786
H -1.629199 -5.642262 1.683564 0.0 0.0 0.0 0.4996
N -1.634690 -0.659321 0.118312 0.0 0.3 -0.1 0.7359
C -2.947237 -1.013392 0.145826 -0.2 -0.2 0.0 -0.3628
C -3.676981 -1.142239 -1.047085 0.1 0.0 0.0 -0.3187
C -5.020889 -1.466097 -1.022364 -0.1 0.0 0.0 -0.8537
C -5.677974 -1.691589 0.183184 0.0 0.0 0.0 -0.6364
C -4.961595 -1.590925 1.368821 0.0 0.0 0.0 -0.9013
C -3.617806 -1.256972 1.354918 0.1 0.0 0.0 0.5918
H -3.154921 -0.970348 -1.979468 0.0 0.0 0.0 0.6195
H -5.566309 -1.544095 -1.955158 0.0 0.0 0.0 0.3964
H -6.729862 -1.946077 0.197717 0.0 0.0 0.0 0.3675
H -5.457894 -1.772293 2.315915 0.0 0.0 0.0 0.4119
H -3.056886 -1.164151 2.277807 0.0 0.0 0.0 0.2093